Molecular formula: C25H66CdN5O8
Method: DFT, the ωB97M-V functional and the def2-TZVPD basis

## Properties
- net charge = +1
- HOMO (eV) = -10.8451
- max |F| (eV/Å) = 4.94
- energy (eV) = -55381.9465
- orbital gap (eV) = 8.66

The geometry in XYZ format:
```
105
C25H66CdN5O8 (the ωB97M-V functional and the def2-TZVPD basis)
Cd 0.796 -2.634 1.317
C -2.142 -1.893 -1.567
C -1.340 -2.055 -0.350
O -1.770 -1.704 0.755
O -0.164 -2.602 -0.559
H -2.933 -1.199 -1.351
H -2.470 -2.846 -2.026
H -1.492 -1.515 -2.337
C -1.585 -5.543 -0.230
C -0.433 -5.652 0.758
C 0.925 -5.470 -0.018
O 1.947 -4.869 0.781
C 2.427 -5.721 1.877
N -0.496 -4.636 1.853
H -1.396 -6.092 -1.121
H -1.667 -4.521 -0.502
H -2.583 -6.038 0.101
H -0.479 -6.621 1.243
H 0.721 -4.768 -0.851
H 1.279 -6.405 -0.475
H 2.508 -6.801 1.463
H 1.745 -5.780 2.749
H 3.383 -5.315 2.144
H -1.311 -4.066 1.691
H -0.398 -5.022 2.802
C -1.162 1.968 0.518
C -1.028 3.314 1.313
C 0.277 3.249 2.114
O 0.220 2.246 3.079
C -0.770 2.414 4.060
N -0.915 4.366 0.301
H -1.074 1.036 1.093
H -0.340 1.962 -0.221
H -2.091 2.012 0.042
H -1.888 3.540 1.908
H 0.447 4.162 2.664
H 0.961 3.001 1.305
H -1.758 2.176 3.746
H -0.779 3.454 4.447
H -0.376 1.882 4.923
H -1.192 5.271 0.654
H 0.018 4.526 -0.145
C -6.180 1.862 1.765
C -5.996 0.575 0.960
C -6.000 0.929 -0.561
O -5.585 -0.231 -1.329
C -5.552 0.072 -2.692
N -4.744 -0.052 1.311
H -7.181 2.382 1.617
H -5.366 2.596 1.445
H -6.084 1.716 2.914
H -6.798 -0.121 1.158
H -5.301 1.787 -0.733
H -6.977 1.248 -0.872
H -5.090 -0.785 -3.221
H -4.907 0.966 -2.934
H -6.552 0.331 -3.116
H -4.417 -0.744 0.678
H -4.891 -0.563 2.138
C 4.298 1.943 -1.349
C 3.856 1.241 -2.652
C 4.553 -0.160 -2.811
O 5.997 -0.190 -2.656
C 6.655 0.269 -3.743
N 2.401 0.902 -2.621
H 4.130 1.401 -0.442
H 3.708 2.839 -1.477
H 5.317 2.254 -1.332
H 4.143 1.836 -3.425
H 4.250 -0.536 -3.820
H 4.191 -0.836 -2.096
H 7.653 0.499 -3.560
H 6.148 1.174 -4.089
H 6.645 -0.455 -4.581
H 1.802 1.727 -2.654
H 2.280 0.258 -3.363
C 2.374 -1.425 4.618
C 1.458 -0.712 3.619
C 2.311 -0.314 2.379
O 2.727 -1.554 1.763
C 3.822 -1.547 0.849
N 0.252 -1.538 3.295
H 2.205 -0.919 5.556
H 3.434 -1.355 4.358
H 2.114 -2.469 4.754
H 1.130 0.244 4.171
H 3.185 0.329 2.694
H 1.686 0.199 1.614
H 4.698 -1.948 1.349
H 4.093 -0.518 0.486
H 3.457 -2.092 -0.019
H 0.096 -2.245 3.975
H -0.669 -1.082 3.174
C -1.237 4.277 -3.647
C 0.209 3.891 -3.522
C 1.029 5.154 -3.346
O 0.466 3.114 -2.353
H -1.803 3.347 -3.939
H -1.541 5.024 -4.339
H -1.492 4.647 -2.641
H 0.597 3.402 -4.434
H 0.795 5.729 -2.470
H 0.838 5.708 -4.257
H 2.109 5.020 -3.375
H -0.369 2.689 -2.116
```

=====

Molecular formula: C25H67Be2F6N6O9P
Method: DFT, the ωB97M-V functional and the def2-TZVPD basis

## Properties
- net charge = +2
- HOMO (eV) = -12.3824
- max |F| (eV/Å) = 4.59
- energy (eV) = -80762.8294
- orbital gap (eV) = 5.31
- energy above the lowest of the compared OMol25 structures with the same formula, charge and spin (kJ/mol) = 29.63

The geometry in XYZ format:
```
116
C25H67Be2F6N6O9P (the ωB97M-V functional and the def2-TZVPD basis)
Be -26.818 -6.528 -20.290
Be -26.597 -11.048 -22.763
P -24.496 -8.187 -18.273
F -24.440 -6.768 -19.180
F -24.784 -7.293 -16.943
F -26.104 -8.160 -18.498
F -24.640 -9.534 -17.382
F -24.338 -9.062 -19.660
F -22.895 -8.222 -17.950
O -28.925 -7.757 -21.527
C -28.358 -8.940 -21.505
O -28.781 -9.875 -22.209
O -27.361 -9.076 -20.821
H -29.743 -7.963 -21.985
C -30.415 -8.498 -24.952
C -31.445 -7.545 -24.409
C -32.848 -7.928 -24.861
O -33.785 -7.101 -24.245
C -35.174 -7.338 -24.530
N -31.374 -7.655 -22.945
H -30.488 -8.592 -26.035
H -30.508 -9.527 -24.604
H -29.397 -8.200 -24.699
H -31.224 -6.501 -24.632
H -33.154 -8.955 -24.664
H -32.801 -7.692 -25.924
H -35.390 -8.382 -24.302
H -35.274 -7.273 -25.614
H -35.773 -6.708 -23.873
H -32.039 -7.031 -22.512
H -31.651 -8.605 -22.745
C -23.649 -12.387 -19.551
C -24.757 -12.313 -20.546
C -26.130 -12.431 -19.872
O -27.279 -12.299 -20.791
C -28.508 -12.595 -20.230
N -24.751 -10.999 -21.149
H -23.756 -13.175 -18.805
H -23.645 -11.532 -18.875
H -22.721 -12.450 -20.119
H -24.589 -13.078 -21.304
H -26.150 -11.688 -19.075
H -26.137 -13.377 -19.331
H -29.394 -12.384 -20.830
H -28.561 -11.871 -19.417
H -28.425 -13.558 -19.726
H -23.780 -10.771 -21.313
H -24.892 -10.357 -20.382
C -30.201 -10.014 -13.419
C -30.735 -8.841 -14.250
C -30.636 -9.119 -15.797
O -29.301 -9.323 -16.281
C -29.305 -9.502 -17.730
N -32.110 -8.650 -13.905
H -30.861 -10.870 -13.561
H -30.190 -9.661 -12.387
H -29.175 -10.275 -13.682
H -30.219 -7.955 -13.879
H -31.165 -8.289 -16.265
H -31.236 -9.962 -16.141
H -28.289 -9.675 -18.084
H -29.772 -8.661 -18.243
H -29.746 -10.459 -18.012
H -32.633 -9.513 -13.893
H -32.612 -8.066 -14.558
C -28.167 -5.766 -15.847
C -28.032 -6.054 -17.335
C -29.143 -5.344 -18.170
O -29.091 -5.742 -19.515
C -30.136 -5.225 -20.327
N -26.782 -5.549 -17.767
H -28.173 -4.682 -15.737
H -27.375 -6.217 -15.249
H -29.085 -6.063 -15.341
H -28.138 -7.126 -17.504
H -29.029 -4.262 -18.106
H -30.130 -5.594 -17.780
H -29.870 -5.263 -21.383
H -30.145 -4.160 -20.096
H -31.123 -5.656 -20.154
H -26.116 -5.894 -17.090
H -26.729 -4.571 -17.519
C -29.215 -13.299 -23.714
C -27.874 -13.708 -24.350
C -27.411 -12.768 -25.469
O -27.498 -11.406 -24.963
C -27.739 -10.358 -25.895
N -26.909 -13.616 -23.267
H -30.031 -13.230 -24.433
H -29.113 -12.325 -23.234
H -29.570 -14.028 -22.986
H -27.948 -14.764 -24.607
H -28.161 -12.865 -26.254
H -26.438 -12.957 -25.921
H -28.738 -10.433 -26.323
H -27.089 -10.441 -26.767
H -27.661 -9.398 -25.385
H -26.062 -14.007 -23.655
H -27.111 -14.357 -22.612
C -26.296 -1.806 -20.468
C -26.823 -3.255 -20.613
C -27.343 -3.574 -22.040
O -27.651 -4.953 -22.187
C -27.783 -5.302 -23.560
N -25.805 -4.150 -20.221
H -27.109 -1.132 -20.738
H -25.445 -1.593 -21.116
H -26.000 -1.643 -19.432
H -27.706 -3.430 -19.999
H -26.682 -3.280 -22.855
H -28.292 -3.152 -22.370
H -28.327 -4.528 -24.102
H -28.323 -6.238 -23.705
H -26.812 -5.478 -24.024
H -25.397 -3.760 -19.383
H -25.024 -3.919 -20.819
```